(1)
Below is a cluster of 2 separate species, C4H7NO in total at a distorted geometry, with properties calculated with ωB97M-V with the def2-TZVPD basis set.

## Properties
* gap between HOMO and LUMO: 11.5 eV
* SMILES: C=CCC#N.O
* maximum force: 1.08 eV/A
* molar mass: 85.106 g/mol

Structure (ORCA input):
```
! wB97M-V def2-TZVPD RIJCOSX def2/J DEFGRID3
* xyz 0 1
C -0.19 -0.96 -0.75
C -0.25 0.36 -0.67
C 0.73 1.18 0.14
C 1.75 1.77 -0.74
N 2.54 2.21 -1.46
H -0.90 -1.52 -1.35
H 0.55 -1.54 -0.20
H -0.99 0.92 -1.23
H 1.23 0.55 0.89
H 0.23 1.99 0.68
O -1.38 -1.69 1.91
H -1.98 -2.32 1.49
H -1.34 -0.96 1.28
*
```

Which charges does Löwdin predict for the atoms? In e, they are: -0.01 -0.19 -0.19 -0.22 0.14 0.07 0.08 0.11 0.12 0.12 -0.07 0.04 0.00


(2)
Below is a structure of composition C4H5N3 at a distorted geometry, with properties calculated with ωB97M-V with the def2-TZVPD basis set.

## Properties
* gap between HOMO and LUMO: 8.8 eV
* maximum force: 1.28 eV/A
* molar mass: 95.105 g/mol

Structure (ORCA input):
```
! wB97M-V def2-TZVPD RIJCOSX def2/J DEFGRID3
* xyz 0 1
N -0.33 0.01 2.82
C -1.41 0.47 2.67
C -0.58 -0.47 -0.17
C -0.36 -0.04 -1.57
N 1.00 0.47 -1.59
C 1.43 0.35 -0.40
N 0.49 -0.22 0.49
H -1.47 -0.87 0.31
H -0.48 -0.86 -2.29
H -1.07 0.74 -1.86
H 2.42 0.63 -0.06
H 0.36 -0.21 1.67
*
```

Which charges does Löwdin predict for the atoms? In e, they are: -0.15 -0.25 -0.03 -0.16 0.08 -0.13 0.09 0.13 0.14 0.15 0.13 0.02


(3)
Below is a structure of composition C38H32BaCl3GeN3O2S6 at a distorted geometry, with properties calculated with ωB97M-V with the def2-TZVPD basis set.

## Properties
* gap between HOMO and LUMO (alpha / beta): 6.1 / 4.7 eV
* maximum force: 3.53 eV/A
* molar mass: 1071.392 g/mol

Structure (ORCA input):
```
! wB97M-V def2-TZVPD RIJCOSX def2/J DEFGRID3
* xyz -1 2
Ba -0.63 -1.09 -1.10
C 0.71 -1.33 -5.86
C 0.16 -0.98 -4.62
N 0.34 -1.67 -3.52
C 1.10 -2.80 -3.58
C 1.68 -3.25 -4.79
C 1.47 -2.46 -5.94
C 2.43 -4.44 -4.82
C 2.55 -5.18 -3.68
C 1.99 -4.76 -2.47
C 1.30 -3.55 -2.36
N 0.72 -3.08 -1.23
C 0.99 -3.56 0.01
C 2.24 -3.98 0.46
C 2.42 -4.53 1.74
C 1.36 -4.67 2.61
C 0.10 -4.18 2.24
C -1.03 -4.23 3.09
C -2.21 -3.67 2.69
C -2.27 -3.03 1.44
N -1.26 -2.99 0.61
C -0.09 -3.57 0.96
H 0.53 -0.70 -6.72
H -0.43 -0.07 -4.53
H 1.91 -2.77 -6.88
H 2.88 -4.76 -5.76
H 3.10 -6.12 -3.70
H 2.08 -5.38 -1.60
H 3.10 -3.87 -0.20
H 3.40 -4.86 2.03
H 1.50 -5.13 3.58
H -0.94 -4.72 4.05
H -3.08 -3.69 3.33
H -3.18 -2.54 1.11
S -7.61 -0.38 -5.05
C -6.27 -0.58 -4.13
S -5.26 -1.99 -4.20
C -4.08 -1.54 -2.97
C -4.29 -0.29 -2.39
S -3.38 0.47 -1.19
S -5.70 0.59 -2.99
S -2.86 -2.64 -2.63
Cl 4.03 -1.60 -2.48
Ge 2.37 -0.27 -1.69
Cl 3.78 1.08 -0.39
Cl 2.39 1.18 -3.52
O -0.31 -0.37 1.03
S -0.44 1.06 1.46
C 1.26 1.45 1.96
C 1.57 2.82 2.50
C 0.99 3.97 1.96
C 1.36 5.22 2.42
C 2.31 5.35 3.41
C 2.89 4.22 3.96
C 2.52 2.96 3.51
C -1.22 0.90 3.13
C -1.62 2.22 3.73
C -1.06 2.68 4.91
C -1.42 3.92 5.43
C -2.36 4.70 4.77
C -2.95 4.23 3.61
C -2.59 2.99 3.09
H 1.83 1.31 1.03
H 1.56 0.65 2.64
H 0.24 3.87 1.18
H 0.91 6.11 1.98
H 2.60 6.34 3.76
H 3.63 4.31 4.74
H 2.98 2.07 3.92
H -0.52 0.33 3.75
H -2.10 0.28 2.94
H -0.32 2.08 5.43
H -0.97 4.27 6.35
H -2.64 5.67 5.17
H -3.70 4.82 3.10
H -3.05 2.63 2.18
C 1.22 3.61 -1.55
C 0.24 2.52 -1.88
C -0.67 2.76 -3.05
O 0.11 1.54 -1.16
H 1.54 4.13 -2.45
H 2.08 3.19 -1.04
H 0.73 4.33 -0.89
H -1.26 3.66 -2.86
H -1.35 1.91 -3.19
H -0.08 2.92 -3.94
*
```

Which charges does Löwdin predict for the atoms? In e, they are: 1.61 -0.06 -0.20 -0.09 -0.23 -0.17 -0.01 -0.07 -0.10 -0.04 -0.30 -0.20 -0.27 -0.03 -0.09 -0.07 -0.16 -0.02 -0.06 -0.15 -0.04 -0.17 0.10 0.10 0.11 0.10 0.10 0.10 0.11 0.10 0.10 0.11 0.10 0.11 0.51 -1.53 0.88 -1.18 -1.19 0.47 0.87 0.55 0.00 0.04 -0.05 0.04 -0.83 0.94 -0.27 -0.25 -0.05 -0.08 -0.10 -0.08 -0.04 -0.24 -0.28 -0.05 -0.08 -0.09 -0.08 -0.05 0.00 0.11 0.10 0.10 0.10 0.10 0.12 0.10 0.10 0.11 0.10 0.10 0.10 0.12 -0.04 -0.55 -0.03 -0.27 0.08 0.04 0.08 0.10 0.06 0.08


(4)
Below is a structure of composition C21H26ClNOP2Pr at a distorted geometry, with properties calculated with ωB97M-V with the def2-TZVPD basis set.

## Properties
* gap between HOMO and LUMO (alpha / beta): 7.7 / 7.8 eV
* maximum force: 3.61 eV/A
* molar mass: 546.754 g/mol

Structure (ORCA input):
```
! wB97M-V def2-TZVPD RIJCOSX def2/J DEFGRID3
* xyz 1 3
C -1.03 3.35 -1.13
C -0.83 2.03 -0.76
C 0.48 1.48 -0.79
C 1.54 2.24 -1.29
C 1.34 3.60 -1.53
C 0.07 4.16 -1.47
C 2.88 1.60 -1.58
C 2.90 0.10 -1.35
C 1.75 -0.57 -0.94
C 1.64 -1.98 -1.13
C 2.79 -2.69 -1.46
C 4.01 -2.03 -1.64
C 4.06 -0.64 -1.61
H -2.04 3.76 -1.13
H 2.19 4.23 -1.81
H -0.10 5.21 -1.71
H 3.09 1.74 -2.66
H 2.72 -3.78 -1.58
H 4.91 -2.61 -1.85
H 5.00 -0.11 -1.78
N 0.70 0.16 -0.31
Pr 0.18 -0.34 1.62
C -2.01 1.16 -0.32
H -1.78 0.09 -0.47
H -2.90 1.41 -0.93
C 0.28 -2.64 -1.09
H -0.46 -2.02 -1.63
H 0.33 -3.64 -1.55
P -2.56 1.46 1.42
P -0.49 -2.92 0.60
C 0.44 -4.39 1.15
H 0.41 -4.42 2.25
H -0.01 -5.30 0.74
H 1.50 -4.32 0.85
C -2.12 -3.61 0.18
H -2.05 -4.70 0.02
H -2.80 -3.42 1.02
H -2.53 -3.12 -0.72
C -3.67 2.85 1.30
H -4.57 2.58 0.73
H -3.97 3.14 2.32
H -3.18 3.70 0.82
C -3.56 0.02 1.85
H -3.63 -0.04 2.94
H -4.57 0.15 1.44
H -3.16 -0.94 1.47
C 3.62 1.77 1.84
O 2.50 1.79 2.06
H 3.64 2.08 -1.13
Cl 2.35 -1.45 2.47
C -1.21 1.66 2.47
H -1.46 1.60 3.54
H -0.62 2.56 2.23
*
```

Which charges does Löwdin predict for the atoms? In e, they are: -0.05 -0.21 -0.17 -0.13 -0.01 -0.06 -0.06 -0.14 -0.20 -0.22 -0.04 -0.06 -0.01 0.11 0.13 0.11 0.15 0.12 0.11 0.13 -0.21 0.54 -0.21 0.08 0.12 -0.27 0.09 0.10 0.74 0.79 -0.25 0.05 0.05 0.05 -0.26 0.05 0.04 0.05 -0.18 0.07 0.07 0.06 -0.16 0.08 0.07 0.04 0.09 -0.02 0.08 0.05 -0.39 0.04 0.05


(5)
Below is a structure of composition C31H29HfN6O5PS4Sb at a distorted geometry, with properties calculated with ωB97M-V with the def2-TZVPD basis set.

## Properties
* gap between HOMO and LUMO: 6.6 eV
* maximum force: 1.37 eV/A
* molar mass: 1025.102 g/mol

Structure (ORCA input):
```
! wB97M-V def2-TZVPD RIJCOSX def2/J DEFGRID3
* xyz -1 1
Hf 0.68 -1.79 -0.09
N 1.02 -5.64 -1.28
C 1.55 -4.79 -2.16
N 2.44 -5.29 -3.03
C 2.84 -4.45 -3.96
N 3.80 -4.88 -4.83
N 2.35 -3.22 -4.17
C 1.52 -2.82 -3.23
N 1.12 -3.49 -2.16
C 0.95 -1.45 -3.43
C 0.93 -0.90 -4.70
C 0.35 0.34 -4.87
C -0.18 0.99 -3.77
C -0.10 0.38 -2.54
N 0.47 -0.82 -2.36
H 1.61 -6.44 -1.09
H 0.57 -5.22 -0.47
H 4.33 -5.67 -4.54
H 4.27 -4.16 -5.36
H 1.35 -1.46 -5.52
H 0.31 0.80 -5.85
H -0.65 1.96 -3.85
H -0.48 0.87 -1.66
S 3.89 -2.77 3.26
Sb 3.08 -3.56 1.30
S 0.65 -3.86 1.33
S 3.15 -1.81 -0.37
S 4.00 -5.49 0.52
O -2.62 -1.11 -2.00
C -2.29 -1.50 -0.90
O -1.23 -2.25 -0.64
C -3.04 -1.06 0.33
P -2.04 0.30 1.11
C -2.49 1.78 0.14
C -1.69 2.90 0.39
C -1.91 4.10 -0.28
C -2.94 4.18 -1.22
C -3.73 3.07 -1.48
C -3.50 1.87 -0.80
C -3.01 0.51 2.65
C -2.69 -0.36 3.70
C -3.37 -0.29 4.90
C -4.38 0.65 5.08
C -4.70 1.52 4.05
C -4.02 1.45 2.84
H -3.04 -1.86 1.07
H -4.06 -0.76 0.09
H -0.87 2.83 1.10
H -1.29 4.96 -0.07
H -3.11 5.11 -1.75
H -4.53 3.13 -2.21
H -4.11 1.01 -1.04
H -1.90 -1.09 3.56
H -3.11 -0.96 5.71
H -4.92 0.70 6.02
H -5.49 2.25 4.18
H -4.27 2.14 2.04
C 3.19 4.58 -1.07
O 3.16 4.47 0.34
C 2.64 3.32 0.86
C 2.73 3.21 2.26
C 2.25 2.07 2.85
C 1.66 1.02 2.11
C 1.19 -0.20 2.74
C 1.29 -0.42 4.21
O 0.70 -1.12 2.08
C 1.55 1.17 0.72
O 0.96 0.29 -0.04
C 2.07 2.33 0.10
H 3.69 5.52 -1.29
H 2.18 4.60 -1.49
H 3.75 3.76 -1.52
H 3.18 4.00 2.83
H 2.34 1.97 3.93
H 2.26 -0.92 4.36
H 0.52 -1.11 4.52
H 1.25 0.49 4.81
H 1.99 2.39 -0.98
*
```

Which charges does Löwdin predict for the atoms? In e, they are: 1.12 0.14 -0.46 0.19 -0.45 0.15 0.17 -0.33 0.10 -0.19 0.00 -0.05 -0.04 -0.11 0.05 0.08 -0.04 0.10 0.09 0.11 0.11 0.11 0.10 -0.19 -0.12 0.04 0.02 -0.25 0.06 -0.68 -0.26 -0.23 1.11 -0.38 -0.10 -0.08 -0.10 -0.08 -0.08 -0.35 -0.10 -0.09 -0.10 -0.09 -0.08 0.10 0.09 0.10 0.10 0.10 0.10 0.09 0.10 0.10 0.10 0.10 0.10 -0.08 -0.08 -0.27 -0.01 -0.01 -0.09 -0.37 -0.01 -0.24 -0.35 -0.31 0.06 0.09 0.09 0.10 0.11 0.11 0.03 0.09 0.07 0.11


(6)
Below is a cluster of 2 separate species, C2H3N in total at a distorted geometry, with properties calculated with ωB97M-V with the def2-TZVPD basis set.

## Properties
* gap between HOMO and LUMO: 7.9 eV
* maximum force: 5.12 eV/A
* molar mass: 41.053 g/mol

Structure (ORCA input):
```
! wB97M-V def2-TZVPD RIJCOSX def2/J DEFGRID3
* xyz 0 1
C 2.29 -0.68 0.11
C -0.91 0.19 -0.15
N 1.31 -0.06 0.26
H -0.49 0.87 -0.96
H -1.14 0.53 0.86
H -1.07 -0.85 -0.12
*
```

Which charges does Löwdin predict for the atoms? In e, they are: -0.25 0.26 -0.13 0.07 0.03 0.01


(7)
Below is the molecule C5H9NO, with properties calculated with ωB97M-V with the def2-TZVPD basis set.

## Properties
* gap between HOMO and LUMO: 10.5 eV
* SMILES: CC1(C)CNC1=O
* maximum force: 0.66 eV/A
* molar mass: 99.133 g/mol

Structure (ORCA input):
```
! wB97M-V def2-TZVPD RIJCOSX def2/J DEFGRID3
* xyz 0 1
C 1.35 0.74 -0.01
C 0.09 -0.11 0.15
C 0.39 -1.30 1.07
C -1.12 0.91 0.14
N -1.33 0.53 -1.26
C -0.54 -0.59 -1.18
O -0.49 -1.61 -1.83
H 2.23 0.16 -0.31
H 1.59 1.20 0.96
H 1.17 1.55 -0.73
H 0.78 -1.03 2.06
H 1.21 -1.86 0.59
H -0.44 -2.01 1.20
H -1.98 0.68 0.79
H -0.85 1.96 0.27
H -2.06 0.77 -1.91
*
```

Which charges does Löwdin predict for the atoms? In e, they are: -0.05 -0.41 -0.03 -0.10 0.09 -0.46 0.09 0.09 0.09 0.09 0.08 0.09 0.09 0.11 0.11 0.14


The records above yield energy relative to the best compared isomer or geometry (same formula, charge and spin) values of 163.8, 308.6, 176.2, 0.0, 4.8, 430.4, 100.8 kJ/mol, respectively.
The records above yield energy values of -7797.947, -8696.613, -208288.180, -70901.692, -112282.173, -3607.897, -8868.168 eV, respectively.